Formula: C6H8N
Source: the Open Molecules 2025 dataset
Level of theory: ωB97M-V/def2-TZVPD

As for the orbital gap (alpha / beta): 7.4 / 7.3 eV. As for the highest occupied orbital energy (alpha / beta): -0.4064 / -0.4855 Ha. For the energy above the lowest of the compared OMol25 structures with the same formula, charge and spin, the calculation gives 2.427 eV. Its multiplicity is 3. The calculation puts the molecular weight at 94.1 g mol⁻¹. Its total energy is -7827.574 eV. As for the charge: +1.

Geometry as XYZ:
```
15
Properties=species:S:1:pos:R:3:forces:R:3:lowdin_charge:R:1
H 3.417893 -0.483229 0.309412 -1.4200 0.0925 0.8195 0.1948
C 1.950089 1.157565 0.202995 -1.4843 -0.5067 -1.4164 0.0265
C 0.072374 -0.826744 -0.338040 -1.8513 0.3078 -1.4050 -0.1660
H 2.316761 1.679786 1.057172 0.4465 -0.2854 0.8186 0.1234
H 0.038064 -0.603328 -1.422467 1.3108 -0.6961 -0.2738 0.1564
H -4.545761 -0.654308 0.259501 1.1224 0.4811 0.3354 0.0794
C -1.320564 -0.509651 -0.137195 -0.8347 1.3689 1.4446 -0.0207
H 2.893447 -0.334588 -1.156270 -1.5265 0.3867 0.2552 0.1963
H 1.816301 1.882032 -0.624553 -0.1037 -0.7804 0.2063 0.1488
C -3.716926 0.034393 0.577384 -3.9457 1.2598 0.5364 0.0219
H -4.200937 0.979560 1.092409 1.8201 -1.8688 -1.0608 0.1122
C -2.463337 -0.194132 0.149340 0.9953 -0.0500 0.2474 -0.1284
C 1.128518 -0.078387 0.312117 2.0076 1.0138 0.0813 0.0035
N 2.548155 -0.179312 -0.182410 2.3676 0.2135 -0.2973 0.1163
H 0.065919 -1.869658 -0.099396 1.0959 -0.9367 -0.2914 0.1355
```
Positions in Å, forces in eV/Å.